(1)
Computed, not measured: C40H52BCsN5O2PSi as an isolated structure in a non-equilibrium geometry, with the ωB97M-V functional and the def2-TZVPD basis.

```
103
Properties=species:S:1:pos:R:3:forces:R:3:mulliken_charge:R:1
Cs 0.6143 -0.7597 -0.0397 -1.30 -0.43 0.24 1.76
B 3.8859 -2.7674 1.8335 -0.18 0.02 -0.08 0.07
N 3.0608 -2.0551 2.9684 -0.02 0.13 0.11 -0.15
C 3.2214 -2.2903 4.2868 -0.15 0.13 -0.21 -0.38
C 2.2121 -1.6397 4.9764 -0.06 0.07 -0.14 -1.03
C 1.4676 -1.0128 3.9607 0.22 -0.03 -0.05 -0.36
N 1.9822 -1.2652 2.7550 0.18 -0.31 0.39 0.35
N 4.2090 -1.8031 0.6448 0.16 0.09 -0.19 -0.11
C 5.4245 -1.6228 0.0853 -0.35 0.11 -0.06 -0.40
C 5.2676 -0.8843 -1.0786 -0.13 -0.01 0.11 -0.93
C 3.8812 -0.6528 -1.1481 0.24 -0.11 0.13 -0.59
N 3.2555 -1.2122 -0.1120 1.47 -0.35 -0.06 0.30
H 4.9520 -3.0977 2.3254 -0.10 0.00 -0.04 -0.24
H 3.2540 -3.7254 1.4145 0.07 0.19 0.06 -0.21
H 4.0345 -2.9075 4.6407 -0.07 0.06 -0.08 0.40
H 2.0446 -1.6196 6.0429 0.01 0.01 -0.10 0.35
H 0.5975 -0.3735 4.0532 0.09 -0.08 -0.02 0.37
H 6.3078 -2.0423 0.5452 -0.11 0.05 -0.02 0.44
H 6.0337 -0.5639 -1.7677 -0.06 -0.01 0.06 0.37
H 3.3210 -0.0992 -1.8976 0.06 -0.09 0.15 0.46
C -2.3472 -0.1228 2.3426 0.16 -0.18 -0.04 -0.03
O -3.2185 -0.9270 1.5819 -0.09 -0.08 0.24 -0.35
C -4.2656 -0.2028 0.9838 -0.01 -0.02 0.14 -0.63
C -3.7569 0.8740 0.0536 0.03 -0.04 -0.20 -0.08
O -2.7858 0.3868 -0.8324 0.03 0.19 -0.15 0.16
C -3.2833 -0.5995 -1.7270 0.04 0.03 0.03 -0.51
H -2.8904 0.4518 3.1036 -0.03 0.05 0.01 0.29
H -1.7824 0.5780 1.7159 -0.02 -0.03 0.08 -0.20
H -1.6529 -0.8029 2.8383 0.00 0.06 -0.01 0.16
H -4.9024 0.2810 1.7406 -0.04 -0.07 0.09 0.40
H -4.8670 -0.9362 0.4427 0.02 0.01 0.04 0.28
H -3.2909 1.6904 0.6063 -0.01 0.04 0.00 -0.30
H -4.6240 1.2822 -0.4846 -0.02 0.10 -0.11 0.41
H -4.2046 -0.2485 -2.2142 0.03 0.02 0.00 0.29
H -3.4850 -1.5522 -1.2250 0.14 0.54 -0.35 -0.14
H -2.5192 -0.7496 -2.4881 0.00 -0.02 0.02 0.19
C 3.6495 2.3259 0.4885 -0.13 0.22 0.13 -1.40
C 3.1731 3.5475 1.2427 0.04 -0.09 -0.07 0.76
C 4.0699 4.3030 1.9961 -0.07 0.01 -0.05 -0.71
C 3.6640 5.4395 2.6891 -0.05 -0.10 -0.05 -0.67
C 2.3366 5.8354 2.6309 0.01 -0.07 -0.04 -0.82
C 1.4281 5.0896 1.8850 0.06 0.07 0.01 -0.28
C 1.8201 3.9478 1.1899 0.04 -0.07 0.03 -0.28
P 0.6685 2.8934 0.1997 0.00 0.22 -0.09 1.17
C -0.9767 3.5772 0.7298 -0.02 0.02 0.13 0.47
C -1.2573 3.3620 2.0882 0.00 0.13 -0.06 -0.43
C -2.4309 3.7993 2.6861 0.06 -0.10 -0.14 -0.77
C -3.3864 4.4359 1.9048 0.06 -0.03 -0.08 -0.79
C -3.1442 4.6164 0.5509 0.08 -0.06 -0.03 -0.78
C -1.9564 4.1976 -0.0640 -0.05 0.01 -0.17 0.80
C -1.8095 4.3983 -1.5583 0.00 0.03 0.17 -1.26
C 1.0851 3.4012 -1.4832 0.14 0.09 -0.03 0.19
C 1.7880 4.5831 -1.7538 -0.07 -0.07 -0.10 -0.11
C 2.2752 4.9065 -3.0094 -0.12 -0.20 0.01 -0.98
C 2.0774 3.9597 -4.0473 -0.06 -0.04 0.18 -0.35
C 1.3936 2.7967 -3.8344 -0.04 0.06 0.16 -1.19
C 0.7956 2.4595 -2.5513 -0.13 -0.31 -0.06 1.42
C 0.0055 1.3325 -2.3982 0.26 0.46 -0.25 -1.19
H 4.7128 2.1388 0.6442 -0.04 0.04 0.04 0.43
H 3.4661 2.4382 -0.5844 0.03 0.00 0.07 0.25
H 3.0986 1.4403 0.8138 0.05 -0.04 0.01 0.19
H 5.1090 3.9888 2.0368 -0.07 0.01 0.00 0.38
H 4.3808 6.0061 3.2730 0.00 -0.01 -0.02 0.34
H 2.0030 6.7210 3.1623 0.01 -0.04 -0.04 0.41
H 0.3942 5.4113 1.8412 0.03 -0.01 0.00 0.37
H -0.5107 2.8555 2.6945 -0.02 -0.01 -0.01 0.49
H -2.6062 3.6240 3.7414 0.02 0.00 -0.02 0.43
H -4.3217 4.7679 2.3403 0.01 0.02 -0.01 0.34
H -3.9027 5.0895 -0.0652 0.03 -0.01 0.01 0.31
H -2.7385 4.8033 -1.9672 0.02 -0.02 0.03 0.48
H -1.5857 3.4554 -2.0669 -0.02 0.02 0.06 0.08
H -0.9942 5.0832 -1.7994 -0.04 -0.04 0.04 0.32
H 1.9718 5.2742 -0.9398 0.01 0.03 0.07 0.38
H 2.8232 5.8248 -3.1828 -0.02 -0.04 0.03 0.39
H 2.4871 4.1589 -5.0336 -0.01 -0.02 -0.01 0.32
H 1.2576 2.0907 -4.6498 0.01 0.04 0.05 0.33
H -0.1939 0.6755 -3.2388 0.04 0.03 0.02 -0.21
H -0.5305 1.1295 -1.4825 -0.20 0.30 -0.21 -0.33
C -0.2684 -6.8581 -2.2381 -0.14 -0.23 -0.24 -1.21
Si -0.2014 -5.2759 -1.1917 0.17 -0.04 -0.04 -0.03
C 0.2884 -5.8768 0.5275 0.16 -0.08 0.26 -0.89
C 1.2950 -4.3475 -1.8561 0.17 0.19 -0.06 -0.73
N -1.5366 -4.2865 -1.1392 -0.83 0.24 -0.05 0.00
C -2.8411 -4.4422 -1.4286 0.17 -0.09 0.07 -0.33
C -3.3640 -5.4165 -2.3454 -0.18 0.10 0.02 -0.17
C -4.7213 -5.5306 -2.6224 0.24 0.13 0.09 -0.59
C -5.6673 -4.6968 -2.0252 0.20 0.12 0.15 -0.63
C -5.1962 -3.7407 -1.1149 0.18 -0.18 -0.06 -0.16
C -3.8461 -3.6125 -0.8223 -0.06 -0.56 -0.08 -0.12
H 0.7059 -7.3648 -2.2163 -0.11 0.03 0.00 0.29
H -0.5116 -6.6271 -3.2868 0.10 -0.08 0.20 0.31
H -1.0289 -7.5594 -1.8653 0.14 0.11 -0.08 0.33
H 1.2866 -6.3464 0.5246 -0.26 0.10 0.02 0.30
H -0.4370 -6.6059 0.9195 0.13 0.16 -0.08 0.29
H 0.3209 -5.0253 1.2218 0.01 -0.18 -0.11 0.20
H 2.1930 -4.9841 -1.8383 -0.15 0.19 0.01 0.28
H 1.5016 -3.4633 -1.2372 0.10 -0.20 -0.12 -0.08
H 1.1367 -3.9984 -2.8873 0.00 -0.10 0.20 0.29
H -2.6572 -6.0790 -2.8384 -0.15 0.09 0.04 0.14
H -5.0522 -6.2842 -3.3313 0.03 -0.04 -0.01 0.36
H -6.7242 -4.7928 -2.2481 0.04 0.02 0.01 0.35
H -5.9106 -3.0921 -0.6125 0.03 0.03 0.00 0.25
H -3.5037 -2.8861 -0.0936 -0.03 -0.25 0.15 0.67
```
Forces are in eV/Å.

Results
* HOMO-LUMO gap: 4.77 eV
* HOMO energy: -1.12 eV
* largest force on an atom: 1.5 eV Å⁻¹
* relative energy (zero: lowest compared OMol25 entry of this formula, charge and spin): 31.5 kcal/mol
* E_LUMO: 3.64 eV
* charge: -2

---

(2)
Computed, not measured: C29H42N7OPTa as an isolated structure in a non-equilibrium geometry, with the ωB97M-V functional and the def2-TZVPD basis.

```
81
Properties=species:S:1:pos:R:3:forces:R:3:mulliken_charge:R:1
Ta -0.0640 -0.1138 -0.0389 -1.84 -4.37 2.06 1.58
C 0.6776 -4.5246 -1.5230 0.02 0.02 -0.11 -1.46
C 0.2857 -3.3066 -0.7689 0.31 -0.47 -0.46 0.67
N 0.5495 -2.1186 -1.1798 -0.02 2.70 1.18 0.55
N 1.1662 -1.8570 -2.3577 0.00 -0.94 -0.04 -1.05
C 1.1518 -0.6178 -2.6779 0.54 -0.51 -0.65 0.50
O 0.5420 0.2256 -1.7875 0.65 1.15 0.84 -0.51
C 1.7558 -0.1167 -3.8801 -0.11 0.60 -0.12 0.79
C 2.3539 -1.0027 -4.7899 -0.08 -0.07 0.13 -0.34
C 2.9098 -0.5129 -5.9515 0.02 0.02 -0.04 -0.75
C 2.8772 0.8536 -6.2198 0.00 -0.01 0.05 -0.40
C 2.2955 1.7389 -5.3184 0.01 0.06 -0.03 -0.92
C 1.7320 1.2600 -4.1542 -0.06 -0.11 0.11 -0.21
C -0.4872 -3.3793 0.4634 -0.21 -0.29 0.38 0.67
C -0.7305 -4.5756 1.1098 -0.03 -0.10 0.03 -0.57
C -1.5396 -4.5905 2.2420 -0.02 0.05 0.02 -0.53
C -2.0892 -3.4029 2.6901 0.00 0.00 -0.02 -0.79
C -1.7870 -2.2350 2.0085 0.01 0.13 -0.01 -0.03
N -1.0028 -2.2255 0.9280 0.15 1.90 -0.68 -0.28
H 1.2123 -4.2541 -2.4268 0.01 -0.03 0.01 0.33
H -0.2048 -5.1103 -1.7902 -0.03 0.02 0.04 0.40
H 1.3165 -5.1598 -0.9047 0.00 0.02 0.04 0.41
H 2.3635 -2.0614 -4.5737 0.03 -0.01 -0.04 0.47
H 3.3671 -1.1900 -6.6592 -0.01 -0.01 0.01 0.44
H 3.3056 1.2293 -7.1394 0.01 0.00 0.00 0.43
H 2.2788 2.7986 -5.5317 -0.01 0.00 -0.02 0.45
H 1.2626 1.9405 -3.4553 0.00 0.03 -0.04 0.38
H -0.3034 -5.4971 0.7412 0.00 0.02 -0.06 0.44
H -1.7422 -5.5200 2.7576 0.00 -0.01 -0.01 0.50
H -2.7428 -3.3710 3.5505 0.00 0.02 0.00 0.47
H -2.1870 -1.2811 2.3283 0.00 -0.02 0.07 0.48
N 0.5442 0.1067 1.6889 0.24 -0.04 -3.27 0.05
P 1.6482 0.9602 2.5662 1.68 1.12 1.92 -1.43
N 2.8980 0.0257 2.9910 -0.45 -0.49 -0.34 0.78
C 2.9457 -1.4130 2.6360 0.10 -0.09 -0.13 -0.31
C 3.8278 -2.1718 3.6147 0.09 0.10 0.07 -1.03
C 5.2776 -1.6641 3.5574 -0.02 0.04 -0.03 -0.63
C 5.3414 -0.1534 3.2662 -0.18 -0.07 -0.08 -0.79
C 4.0710 0.5485 3.7308 0.39 -0.02 0.05 -1.05
N 2.2748 2.1501 1.6064 -0.22 -0.26 -0.32 0.81
C 1.2856 3.0672 1.0699 0.04 0.14 0.06 0.19
C 1.9161 4.3300 0.4864 0.07 -0.01 -0.25 -0.97
C 3.2241 4.0288 -0.2686 -0.05 -0.05 0.02 -0.86
C 3.2889 2.5531 -0.6442 -0.01 0.14 0.17 -0.44
C 3.2921 1.6952 0.6187 0.01 0.15 -0.21 -0.09
N 0.8574 1.6433 3.8000 -0.80 -0.57 -0.51 0.50
C 1.4968 2.2539 4.9780 0.08 0.58 0.02 -0.48
C 1.1517 3.7452 5.0201 -0.13 -0.26 -0.03 -0.77
C -0.3379 3.9719 4.6801 0.01 -0.11 0.07 -0.57
C -1.1486 2.6844 4.8274 0.12 0.15 -0.12 -0.88
C -0.6237 1.5868 3.8971 -0.11 -0.09 0.15 -0.45
H 3.3624 -1.5244 1.6250 -0.03 0.00 0.00 0.26
H 1.9298 -1.8125 2.6229 0.02 -0.04 0.09 0.37
H 3.7929 -3.2340 3.3737 -0.04 -0.01 0.03 0.39
H 3.4278 -2.0575 4.6245 -0.07 -0.02 -0.03 0.36
H 5.8267 -2.2035 2.7855 0.02 0.01 0.01 0.36
H 5.7742 -1.8836 4.5015 -0.02 -0.03 0.00 0.30
H 5.4734 0.0205 2.1953 0.05 0.04 0.01 0.15
H 6.1888 0.3020 3.7765 0.03 0.01 -0.06 0.51
H 4.1439 1.6249 3.5696 -0.01 0.00 -0.01 0.73
H 3.9466 0.3644 4.8007 -0.13 0.10 0.00 0.48
H 0.5766 3.3226 1.8576 -0.08 -0.05 -0.08 -0.15
H 0.6909 2.5401 0.2491 -0.02 -0.04 0.05 -0.18
H 2.1054 5.0345 1.2963 -0.08 -0.03 0.05 0.36
H 1.1913 4.7990 -0.1801 -0.04 0.02 0.06 0.40
H 4.0862 4.2762 0.3529 0.00 -0.01 0.01 0.36
H 3.2962 4.6474 -1.1609 0.01 0.03 0.02 0.44
H 4.1993 2.3371 -1.2022 -0.04 -0.06 -0.05 0.58
H 2.4409 2.2959 -1.2872 0.06 -0.03 -0.05 -0.15
H 4.2712 1.7635 1.0922 0.00 -0.16 0.02 0.05
H 3.1155 0.6393 0.3487 0.07 0.01 0.06 0.18
H 2.5729 2.1231 4.9481 -0.02 -0.11 0.01 0.18
H 1.1142 1.7566 5.8701 0.11 -0.16 -0.05 0.46
H 1.7857 4.2845 4.3145 0.04 0.04 0.07 0.21
H 1.3872 4.1031 6.0224 0.00 0.11 -0.04 0.47
H -0.4487 4.3395 3.6557 0.02 0.08 0.03 0.19
H -0.7553 4.7308 5.3387 -0.03 0.08 -0.11 0.45
H -2.1965 2.8607 4.5857 -0.02 -0.01 0.06 0.44
H -1.1177 2.3499 5.8649 -0.02 -0.08 -0.02 0.42
H -1.0377 1.6989 2.8895 -0.08 0.20 0.06 0.33
H -0.9507 0.6103 4.2716 0.10 -0.04 -0.02 0.31
```
Forces are in eV/Å.

Results
* HOMO-LUMO gap: 4.35 eV
* HOMO energy: -16.59 eV
* largest force on an atom: 5.2 eV Å⁻¹
* E_LUMO: -12.23 eV
* charge: +3